No. 1
C10H12N4O2S2Ti as an isolated structure. Source: OMol25; level of theory: the ωB97M-V functional and the def2-TZVPD basis.

Properties
molar mass	332.233	g/mol
E_HOMO	-15.1	eV
orbital gap	6.209	eV
total charge	+2
calculated total energy	-65391.7145	eV

CARTESIAN COORDINATES (ANGSTROEM)
1 H 3.52 3.79 -1.35
2 H 1.26 -3.83 0.38
3 C -2.63 -0.86 0.10
4 C -3.88 -3.25 -0.53
5 H -3.09 -3.84 -0.08
6 C 0.17 2.68 0.09
7 N 1.78 -1.95 -0.52
8 H 2.69 -3.09 1.07
9 N -2.52 0.33 0.60
10 C 2.57 3.50 -0.93
11 O 0.74 -0.86 1.54
12 C 0.85 -2.25 1.76
13 C -1.12 2.14 0.53
14 H -4.83 -3.76 -0.41
15 H -1.90 2.76 0.97
16 Ti 0.39 -0.26 -0.07
17 C 1.70 -2.88 0.67
18 H 1.99 5.48 -0.34
19 O 0.32 -2.80 2.65
20 H 1.60 -2.47 -1.37
21 S -1.28 -1.60 -0.83
22 N 1.02 1.76 -0.45
23 C 1.71 4.43 -0.37
24 H 2.74 -1.62 -0.61
25 H -3.71 -3.08 -1.60
26 N -1.31 0.89 0.33
27 H 2.85 1.42 -1.37
28 C 2.19 2.17 -0.94
29 H -0.21 4.71 0.59
30 C 0.49 4.01 0.15
31 S -4.10 -1.68 0.34


No. 2
C10H12N4O7Pt as an isolated structure. Source: OMol25; level of theory: the ωB97M-V functional and the def2-TZVPD basis.

Properties
molar mass	495.305	g/mol
energy above the lowest of the compared OMol25 structures with the same formula, charge and spin	0.0	kJ/mol
E_HOMO (alpha / beta)	-17.3 / -17.3	eV
orbital gap (alpha / beta)	5.081 / 5.083	eV
total charge	+2
calculated total energy	-34079.4406	eV

CARTESIAN COORDINATES (ANGSTROEM)
1 H -0.55 -3.67 1.09
2 H 1.08 4.96 0.41
3 Pt -0.35 -1.26 0.21
4 O -0.33 0.72 0.23
5 H -3.18 -4.19 -1.40
6 C -3.00 -2.15 -0.86
7 H -2.66 -1.77 -1.82
8 C 2.61 3.40 0.42
9 N -1.14 3.50 0.22
10 O 1.64 -1.33 0.18
11 H -2.74 -0.33 0.08
12 H -0.97 -4.99 -0.85
13 C 0.59 1.54 0.26
14 H 0.69 -3.54 0.04
15 H -0.79 -3.54 -1.84
16 C 2.50 -0.37 0.23
17 O -1.25 4.69 0.28
18 C -2.61 -3.61 -0.67
19 H -2.94 -3.97 0.31
20 O 3.32 5.58 0.56
21 N -2.40 -1.28 0.21
22 C 0.28 2.99 0.29
23 N -0.29 -3.28 0.18
24 H 4.03 1.78 0.41
25 O 4.82 4.00 0.56
26 C 1.27 3.89 0.38
27 H -2.78 -1.58 1.11
28 N 3.70 4.43 0.52
29 C -1.14 -3.91 -0.88
30 C 2.02 1.10 0.29
31 C 2.99 2.06 0.38
32 O -2.00 2.68 0.06
33 O 3.69 -0.49 0.23
34 H -4.08 -2.04 -0.82